Computed, not measured: 6 unconnected molecules or ions with the total composition C19H25BBrClF5NO22P2S, with wB97M-V/def2-TZVPD.

Positions of all 78 atoms, in Å:
N1 1.21139 1.32390 1.14402
P1 0.71271 1.51884 -0.44438
O1 1.96843 0.83116 -1.22921
C1 -0.60402 0.15510 -0.73371
Cl1 -0.33720 -1.19694 0.44008
C2 -0.51197 -0.42936 -2.14798
S1 -1.23203 0.66737 -3.36951
O2 -2.47206 0.15858 -3.85512
O3 -0.20733 0.96809 -4.32018
O4 -1.46688 2.00833 -2.55381
C3 -2.28152 1.94863 -1.36352
P2 -4.09141 2.15037 -1.83449
O5 -4.65605 2.58746 -0.36192
Br1 -3.82610 4.13036 -2.87279
C4 -1.99462 0.74770 -0.42601
B1 -3.11309 -0.41422 -0.33134
O6 -3.58408 -1.05355 -1.44117
O7 -3.58134 -0.82653 0.88986
H1 1.49918 0.37599 1.38260
H2 0.52792 1.67446 1.80441
H3 2.22920 1.42427 -1.94023
H4 -1.05246 -1.37435 -2.18535
H5 0.53566 -0.53331 -2.41966
H6 -2.01808 2.84551 -0.80980
H7 -3.97807 2.71218 0.31297
H8 -1.91142 1.15525 0.58995
H9 -4.51300 -1.27330 -1.34723
H10 -3.43172 -0.18040 1.58185
O8 3.05610 -1.38911 1.59592
C5 3.68080 -1.02461 2.53332
O9 3.41601 0.08417 3.25910
C6 4.28783 0.09714 4.39291
C7 5.42977 -0.77320 3.91444
F1 5.99885 -1.48070 4.92800
O10 4.78131 -1.66303 3.02876
H11 3.76777 -0.34218 5.24421
H12 4.59712 1.11021 4.63481
H13 6.21789 -0.24173 3.37995
O11 4.57308 0.95955 -3.79057
C8 3.98136 0.01970 -4.20102
O12 2.63387 -0.08449 -4.23554
C9 2.28832 -1.28971 -4.92074
C10 3.54971 -2.11178 -4.75496
F2 3.78451 -2.91812 -5.81679
O13 4.55440 -1.11564 -4.68963
H14 2.09392 -1.06907 -5.97070
H15 1.40796 -1.74518 -4.47638
H16 3.58466 -2.71161 -3.84391
O14 -0.95678 3.80592 3.45621
C11 -0.92929 4.38128 2.42254
O15 -0.88933 3.77486 1.20846
C12 -1.02171 4.78066 0.19445
C13 -0.56670 6.02376 0.92796
F3 -1.22102 7.13236 0.52067
O16 -0.92845 5.73132 2.27064
H17 -2.06982 4.84701 -0.10223
H18 -0.41456 4.53297 -0.67287
H19 0.50719 6.20966 0.88123
O17 0.59741 -2.52774 6.37871
C14 1.69574 -2.81156 6.70581
O18 2.82176 -2.17951 6.26828
C15 3.93919 -2.71276 6.99137
C16 3.41533 -4.05975 7.43650
F4 3.91855 -4.43638 8.63440
O19 2.02620 -3.81586 7.56313
H20 4.16069 -2.07316 7.84707
H21 4.81146 -2.77961 6.35192
H22 3.57017 -4.86754 6.71954
O20 -8.26184 -1.45424 -5.05723
C17 -7.17000 -1.81511 -4.78296
O21 -6.03915 -1.44159 -5.42388
C18 -4.91518 -1.96675 -4.70555
C19 -5.54013 -3.12682 -3.96160
F5 -4.96421 -3.33843 -2.75149
O22 -6.86953 -2.68410 -3.77061
H23 -4.53170 -1.21197 -4.01760
H24 -4.12581 -2.25925 -5.39156
H25 -5.55381 -4.06989 -4.51081

Cartesian forces (eV/Å) of the 2 atoms listed first:
-0.188 -0.296 -0.220
-0.159 0.579 0.082

**Lowest unoccupied orbital energy**: -0.1 eV
**Orbital gap**: 0.3359 Eh
**Structure (SMILES)**: NP(O)[C@]1(Cl)CS(=O)(=O)O[C@@H](P(O)Br)[C@H]1B(O)O.O=C1OC[C@@H](F)O1.O=C1OC[C@@H](F)O1.O=C1OC[C@@H](F)O1.O=C1OC[C@@H](F)O1.O=C1OC[C@@H](F)O1
**Strongest force on any atom**: 1.21 eV/Å